1.
Entry from the Open Molecules 2025 dataset: a molecular structure, C3H5LiO4Tm (ωB97M-V/def2-TZVPD).

Structure (XYZ):
```
14
Properties=species:S:1:pos:R:3:forces:R:3
Tm 1.81740 1.17738 -0.97961 -2.1031 0.7502 -1.6229
O -2.51838 0.72234 -0.17035 0.8121 1.1108 -0.2527
O -0.62096 2.32081 0.02382 -0.1476 -2.0295 -1.4143
O -0.71939 0.65076 -1.62647 0.9377 1.6202 1.2800
O -0.56027 0.09552 0.59584 1.2903 0.7510 1.4336
C 1.63605 -0.94510 -0.06215 0.0247 -0.3725 1.0783
C -1.17439 0.88960 -0.42912 0.8381 -0.6082 0.4489
C 0.16765 -1.12966 0.31132 -0.6628 -0.2693 -0.2138
Li 1.11387 0.84676 1.99999 -1.1202 -0.5331 -0.2324
H -2.96650 1.49736 -0.52733 -0.3186 -0.0289 -0.1938
H 2.26591 -1.12081 0.83375 -0.0928 -0.3775 -0.2369
H 0.06948 -1.63603 1.28626 -0.1340 -0.2459 -0.5589
H -0.41553 -1.63475 -0.47187 0.4124 -0.1739 0.3510
H 1.90507 -1.73416 -0.78407 0.2637 0.4066 0.1341
```
Positions in Å, forces in eV/Å.

**HOMO energy (alpha / beta)**: -12.70 / -11.88 eV
**Lowest unoccupied orbital energy (alpha / beta)**: -5.45 / -5.36 eV
**Total charge**: +1
**Spin multiplicity**: 3

Here are the natural (NBO) charges for atoms 1 to 8, given in e:
1. Tm 1.6415
2. O -0.6852
3. O -0.4709
4. O -0.7747
5. O -0.6624
6. C -1.1592
7. C 0.9034
8. C -0.1096

2.
Entry from the Open Molecules 2025 dataset: C5H7OP in the gas phase (ωB97M-V/def2-TZVPD).

Structure (XYZ):
```
14
Properties=species:S:1:pos:R:3:forces:R:3
P -1.03245 -0.12472 0.15725 2.2514 -0.4706 0.0596
O -2.46032 -0.35053 0.07744 -2.0439 0.0750 -0.1259
C 1.00153 -0.09980 -1.42406 1.9685 1.5422 -3.2533
C 0.79827 1.27101 -0.97240 -0.6678 0.6888 0.2755
C 0.02914 -0.89685 -1.10596 -0.9434 -2.9663 2.1575
C -0.33142 -0.74875 1.73435 0.5461 -1.0918 -1.9665
C -0.24748 1.44713 -0.16108 0.5717 0.7804 0.6353
H -0.79795 -0.19598 2.50268 -0.2656 0.3986 1.1432
H 0.76414 -0.74221 1.71844 -0.2336 0.4504 0.2436
H 0.05800 -1.99613 -1.08737 -0.1398 0.4890 -0.8896
H 1.79279 -0.21481 -2.22566 -0.6971 -0.5765 1.3917
H -0.60598 -1.81691 1.73566 -0.2171 0.4368 0.3392
H 1.40266 2.09143 -1.31841 0.3898 0.0793 0.1200
H -0.37092 2.37713 0.36910 -0.5193 0.1645 -0.1305
```
Positions in Å, forces in eV/Å.

**HOMO energy**: -9.62 eV
**Lowest unoccupied orbital energy**: -0.19 eV
**Structure (SMILES)**: CP1(=O)C=CC=C1
**Relative energy (zero: lowest compared OMol25 entry of this formula, charge and spin)**: 0.00 kcal/mol

Here are the natural (NBO) charges for atoms 1 to 8, given in e:
1. P 1.8951
2. O -1.0664
3. C -0.2078
4. C -0.1758
5. C -0.5279
6. C -0.9765
7. C -0.5787
8. H 0.2439

3.
Entry from the Open Molecules 2025 dataset: 5 unconnected molecules or ions with the total composition H10O5 (ωB97M-V/def2-TZVPD).

Structure (XYZ):
```
15
Properties=species:S:1:pos:R:3:forces:R:3
O 1.76389 -2.12072 1.34753 -0.5458 -0.4826 0.3509
O 0.09770 2.23875 -1.02068 -0.0015 0.2213 0.0584
O -2.24038 1.30109 0.34238 -0.0307 -0.6891 -0.4035
O 1.78599 0.20682 -1.77031 0.6798 1.2490 0.0533
O -1.41905 -1.77438 1.01613 0.2267 -0.2370 0.1449
H -2.62839 1.62654 1.15027 0.0376 0.4228 0.1711
H 0.81626 -2.07623 1.53491 0.2013 0.3687 -0.4233
H 0.88478 1.76424 -0.70806 -0.0837 0.1012 0.0843
H 0.98870 0.62697 -2.12210 -0.0275 -0.9827 -0.0667
H -1.70813 -0.97484 0.56474 -0.0827 0.3384 -0.0897
H 0.36492 3.15711 -1.13763 0.0626 -0.1030 -0.0178
H 1.73391 -0.72895 -1.60842 -0.6779 -0.3802 -0.0661
H 1.88326 -3.05177 1.56922 0.6018 -0.0516 -0.1292
H -1.64803 1.95503 -0.05388 0.0822 -0.0350 0.2658
H -0.77966 -1.45795 1.66217 -0.4423 0.2597 0.0677
```
Positions in Å, forces in eV/Å.

**HOMO energy**: -11.46 eV
**Lowest unoccupied orbital energy**: 0.53 eV
**Structure (SMILES)**: O.O.O.O.O
**Relative energy (zero: lowest compared OMol25 entry of this formula, charge and spin)**: 25.78 kcal/mol

Here are the natural (NBO) charges for atoms 1 to 8, given in e:
1. O -0.9237
2. O -0.9789
3. O -0.9823
4. O -0.9817
5. O -0.9426
6. H 0.4730
7. H 0.4546
8. H 0.5030

4.
Entry from the Open Molecules 2025 dataset: a molecular structure, C19H27CaCl2N6O9 (ωB97M-V/def2-TZVPD).

Structure (XYZ):
```
64
Properties=species:S:1:pos:R:3:forces:R:3
Ca 0.01644 -0.22433 -0.34035 0.4850 -2.0395 2.4491
Cl 4.84948 -1.04478 -1.91426 0.1350 -0.1192 0.0873
Cl 3.90895 1.69882 -1.64916 0.0491 0.0517 -0.0360
O 1.64265 3.99488 -0.01119 -0.1112 -0.1048 -0.1189
O -4.53668 5.09199 -2.95394 0.1502 -0.0120 0.1210
O 2.07491 -1.39363 -3.16742 0.0271 0.1149 0.0896
O 1.41020 5.47883 -1.54648 -0.0566 -0.2005 -0.0368
O 1.46779 0.18992 -1.69102 2.0390 0.2223 -2.0230
O -2.99939 6.59799 -2.94876 -0.0233 -0.1368 0.1190
O -0.04949 1.89471 -0.15182 -0.2891 1.4101 0.1523
O -3.48252 0.65446 -0.38277 0.1281 0.0217 -0.1176
O -1.65545 -0.00514 -1.50133 -2.0373 0.4091 -1.1868
N -1.76516 -1.01371 1.38885 -0.5662 0.0843 0.2498
N -0.60673 -2.53395 -0.66387 -0.4910 -0.7986 -0.4936
N 2.04043 -1.76004 0.31833 0.4735 -0.2189 -0.0299
N -3.39440 5.46203 -2.70928 -0.1942 0.3763 -0.4681
N 0.86600 0.29815 1.82920 0.6145 0.4650 0.6894
N 0.99867 4.51361 -0.90698 0.3666 0.5107 0.3112
C 1.36046 -4.04366 -0.37291 -0.1163 0.1732 0.0286
C -2.52048 -2.09733 0.75885 0.0791 -0.1678 -0.0709
C -1.35412 -1.33614 2.74793 0.1347 0.0351 0.0405
C 0.30841 -3.45305 -1.32893 0.1501 -0.1152 0.1414
C -1.59203 -3.16921 0.19948 -0.0070 0.1058 0.1613
C -2.47651 4.52126 -2.14169 0.2728 -0.5439 0.3281
C -1.18600 4.90604 -1.84354 -0.0130 0.2274 -0.0393
C -0.05709 0.90082 2.78094 -0.1577 -0.1254 0.1791
C -0.73721 2.69352 -0.84190 0.0181 0.7252 -0.0335
C -0.88565 -0.12668 3.56095 0.0941 -0.0350 -0.1820
C -2.45270 0.87481 -1.03422 -0.6519 0.3037 -0.1400
C 2.25781 -0.39915 -2.46523 0.4658 0.2038 -0.2928
C -2.90313 3.20481 -1.87011 -0.1284 0.2309 -0.1835
C 1.77433 -3.11911 0.77266 -0.0596 -0.0134 -0.0173
C -0.32792 4.03221 -1.20031 -0.4714 -0.6427 -0.1118
C 2.83772 -0.96936 1.25051 -0.0856 0.0320 0.1856
C -2.05349 2.31440 -1.29668 0.2531 -0.1375 0.1601
C 1.97925 -0.44517 2.39874 0.0349 -0.1055 -0.0922
C 3.72033 0.18747 -2.54062 -0.4467 -0.0199 0.0399
H -2.17121 -1.82382 3.30313 0.0431 -0.0505 -0.0097
H 1.59507 -1.28114 2.99053 -0.0234 0.0329 0.0249
H -1.12552 -2.02119 -1.37821 -0.1223 -0.2114 -0.0455
H 2.66249 -3.55386 1.25915 -0.0492 0.0101 0.0641
H -1.75329 0.39267 3.97509 0.0154 0.0318 0.0219
H 3.68431 -1.54147 1.65888 0.0261 0.0483 -0.0261
H -0.53931 -2.06441 2.68921 -0.0222 -0.0036 -0.0058
H 0.46433 1.54233 3.50670 -0.0257 0.0403 -0.0444
H -0.23148 -4.28422 -1.80846 0.0268 0.0278 -0.0224
H 4.00265 0.35935 -3.57262 -0.0337 0.0083 -0.0145
H -0.30934 -0.49951 4.41190 -0.0542 -0.0253 0.0341
H 3.23796 -0.10932 0.70846 0.0574 -0.0408 -0.0615
H 0.99841 -4.97656 0.06699 0.0486 -0.0174 0.0125
H 2.24531 -4.28954 -0.96603 -0.0094 -0.0687 -0.0001
H 1.25055 1.06524 1.27595 0.0429 0.1337 0.1400
H -2.18910 -3.92312 -0.33649 0.0013 -0.0074 0.0337
H -0.72400 1.54044 2.20254 0.0530 0.0397 -0.0260
H -3.22943 -2.56096 1.46149 -0.0016 0.0111 -0.0179
H -3.08781 -1.65821 -0.05882 -0.0501 0.0621 0.0192
H -0.84443 5.90137 -2.08380 -0.0158 -0.0045 0.0090
H -2.36630 -0.19098 1.37630 -0.0589 -0.0677 0.0302
H -3.90876 2.91337 -2.13771 -0.0173 -0.0354 0.0516
H 2.54237 -1.81691 -0.56136 0.0628 -0.0319 0.0031
H 2.60214 0.17122 3.06427 -0.0144 -0.0413 0.0279
H 0.81395 -2.89306 -2.11452 -0.0071 0.0288 -0.0245
H -1.07730 -3.69153 1.01277 0.0345 -0.0160 -0.0442
H 0.98003 -3.08247 1.52301 0.0296 -0.0195 0.0108
```
Positions in Å, forces in eV/Å.

**HOMO energy**: -5.53 eV
**Lowest unoccupied orbital energy**: 2.32 eV
**Total charge**: -1
**Relative energy (zero: lowest compared OMol25 entry of this formula, charge and spin)**: 25.18 kcal/mol

Here are the natural (NBO) charges for atoms 1 to 8, given in e:
1. Ca 1.7458
2. Cl -0.0567
3. Cl -0.0071
4. O -0.3842
5. O -0.4184
6. O -0.6975
7. O -0.4292
8. O -0.8321

5.
Entry from the Open Molecules 2025 dataset: 2 unconnected molecules or ions with the total composition C5H7N2 (ωB97M-V/def2-TZVPD).

Structure (XYZ):
```
14
Properties=species:S:1:pos:R:3:forces:R:3
N -0.92515 -2.06709 -0.06936 0.0159 -1.6248 0.5537
N 1.38873 0.22790 0.94006 1.4774 -0.4681 0.8443
C -1.32204 1.42297 -0.95108 2.4157 2.0603 0.9173
C 0.36321 0.28387 0.40315 1.5579 -0.9303 0.0232
C 3.37385 -0.22164 1.96023 -1.3146 2.6333 -0.2454
C -0.72237 0.20542 -0.46795 -0.4836 -0.0735 0.7101
C -1.38822 -1.05631 -0.65073 -0.0827 1.2845 -0.3836
H -1.65254 1.33724 -1.89254 -1.5792 -0.8451 -3.5919
H 3.78951 -1.20148 1.75800 -0.4966 -0.1786 -0.5737
H -2.11328 1.81003 -0.39258 -1.4673 0.3537 1.3488
H -0.62312 2.26106 -1.06383 0.2040 -0.2172 0.4718
H 3.67775 0.87228 1.91649 -0.5274 -1.6701 -0.1140
H -2.29250 -1.01905 -1.25863 -0.0075 -0.0876 -0.0586
H -1.55382 -2.85520 -0.23122 0.2878 -0.2365 0.0978
```
Positions in Å, forces in eV/Å.

**HOMO energy (alpha / beta)**: -13.06 / -14.40 eV
**Lowest unoccupied orbital energy (alpha / beta)**: -6.71 / -7.35 eV
**Total charge**: +1
**Relative energy (zero: lowest compared OMol25 entry of this formula, charge and spin)**: 204.18 kcal/mol

Here are the natural (NBO) charges for atoms 1 to 8, given in e:
1. N -0.5093
2. N -0.3616
3. C -0.6640
4. C 0.4301
5. C 0.3256
6. C -0.0110
7. C 0.0556
8. H 0.2478

6.
Entry from the Open Molecules 2025 dataset: a molecular structure, C5H10N2O (ωB97M-V/def2-TZVPD).

Structure (XYZ):
```
18
Properties=species:S:1:pos:R:3:forces:R:3
O 1.22355 0.37507 -2.92688 -4.0903 -6.7488 3.4332
N -0.77261 0.52684 0.92627 5.3252 3.1744 4.2257
N 0.04880 1.09877 3.12538 0.4579 6.4550 -1.7911
C 0.27485 1.01263 1.66012 -1.3009 -3.9032 -0.0578
C 0.70210 -0.61222 -2.10809 3.4586 4.7055 -6.1512
C -1.32891 -1.16374 -0.65085 -1.8958 -0.8092 0.6311
C -0.40392 0.07786 -0.34047 0.4792 -2.4752 0.0540
C 1.15992 -0.28882 -0.67594 1.0398 -0.2997 -2.2505
H -0.54042 -2.25703 -0.69309 -3.4083 3.1012 0.2804
H -2.16445 -1.00836 0.30676 2.2858 -1.3923 -2.8949
H 1.50764 0.92204 1.45574 -3.6152 0.3841 -0.0954
H -0.80864 1.73621 3.13431 0.0293 -2.0091 0.2754
H 1.98446 0.62908 -0.91040 -2.6917 -2.4427 1.0991
H -2.02741 -0.77553 -1.77865 2.1853 -2.1856 3.4418
H -0.95808 0.64220 -1.04882 1.1607 1.9682 -0.9452
H -0.36532 -1.73317 -2.50574 3.6233 3.4108 0.7279
H 0.61679 2.06686 3.34917 -0.4351 -3.2349 -0.0975
H 1.85166 -1.24868 -0.31881 -2.6079 2.3014 0.1149
```
Positions in Å, forces in eV/Å.

**HOMO energy**: -9.20 eV
**Lowest unoccupied orbital energy**: 0.33 eV
**Relative energy (zero: lowest compared OMol25 entry of this formula, charge and spin)**: 251.34 kcal/mol

Here are the natural (NBO) charges for atoms 1 to 8, given in e:
1. O -0.6092
2. N -0.4525
3. N -0.7799
4. C 0.2383
5. C 0.3707
6. C -0.6537
7. C -0.1490
8. C -0.5940